No. 1
Below is a molecular structure, C51H49BCl3GeNO9PPbS2 at a distorted geometry, with properties calculated with ωB97M-V/def2-TZVPD.

Element x y z (Å)
Pb1 -0.82469 -2.19619 1.58277
C1 0.41081 -5.08689 3.89715
O1 0.50331 -3.66416 3.79468
C2 1.91442 -3.39702 3.99638
C3 2.40517 -1.98538 3.73599
O2 2.23446 -1.73637 2.34163
C4 3.19798 -0.79301 1.87181
H1 1.20358 -5.58776 3.22218
H2 -0.61901 -5.35262 3.58343
H3 0.62476 -5.36340 4.95660
H4 2.46770 -4.13755 3.35776
H5 2.07095 -3.54004 5.07364
H6 3.51411 -1.97810 3.91018
H7 1.89726 -1.21144 4.35276
H8 4.22718 -1.31718 1.88283
H9 3.35051 0.10900 2.59377
H10 2.88321 -0.50817 0.87104
O3 -2.68045 -0.63569 1.52954
C5 -3.60703 -0.42072 0.67526
C6 -3.41998 0.11539 -0.64701
C7 -4.55802 0.24033 -1.47571
C8 -4.41356 0.70882 -2.79014
C9 -3.15639 0.90980 -3.32317
C10 -2.02252 0.91913 -2.53873
C11 -2.12876 0.50015 -1.21063
O4 -0.98364 0.37597 -0.52998
N1 -5.51807 0.83909 -3.67855
O5 -5.31796 1.38922 -4.75743
O6 -6.60188 0.42494 -3.21378
H11 -4.67315 -0.78002 0.90480
H12 -5.58279 -0.10659 -1.30413
H13 -3.02476 1.08719 -4.40113
H14 -1.05527 1.01312 -2.95842
Cl1 -7.34254 -4.07981 4.27078
C12 -5.65731 -4.16578 3.90399
C13 -4.74784 -3.26778 4.40639
C14 -3.46035 -3.16837 3.89797
Cl2 -2.35175 -1.97936 4.47664
C15 -3.05646 -4.04315 2.88121
O7 -2.00590 -3.92409 2.15088
C16 -3.91540 -5.21549 2.57734
Cl3 -3.33324 -6.50927 1.59936
C17 -5.20856 -5.21778 3.06250
H15 -5.08823 -2.51634 5.12244
H16 -5.73655 -6.17330 2.83013
Ge1 0.14944 -3.52005 -1.04730
C18 -0.63677 -4.13390 -2.75604
C19 0.11893 -4.88041 -3.62514
C20 -0.40032 -5.20803 -4.87981
C21 -1.63569 -4.73768 -5.28823
C22 -2.44995 -4.06499 -4.37516
C23 -1.99685 -3.81862 -3.08816
C24 1.27916 -5.10861 -0.57073
C25 0.95972 -6.47690 -0.82858
C26 1.86425 -7.47601 -0.58194
C27 3.03139 -7.18781 0.09909
C28 3.40295 -5.89096 0.33120
C29 2.47187 -4.87536 0.10709
H17 1.28058 -2.57575 -1.56009
H18 1.14067 -5.13608 -3.35310
H19 0.22513 -5.69124 -5.60106
H20 -2.08627 -4.99169 -6.28661
H21 -3.49608 -3.86411 -4.59142
H22 -2.62681 -3.46401 -2.26430
H23 0.03512 -6.63668 -1.43647
H24 1.65002 -8.50661 -0.83735
H25 3.65524 -8.01068 0.49477
H26 4.34961 -5.63359 0.72668
H27 2.71924 -3.91969 0.51150
C30 2.49326 4.83537 -5.56296
C31 3.05872 5.11674 -4.17861
C32 4.60218 5.06689 -4.30273
C33 2.55082 6.46233 -3.59734
C34 2.58809 4.02602 -3.23535
C35 3.54055 2.98961 -2.94663
C36 3.23022 1.92327 -2.09969
C37 1.94030 1.83154 -1.67020
O8 1.41755 0.93387 -0.81203
B1 0.08112 1.45532 -0.38074
O9 -0.26614 2.56313 -1.36409
C38 0.94586 2.83273 -1.97462
C39 1.28154 3.90949 -2.73991
H28 2.92065 5.52629 -6.33165
H29 1.41426 4.78782 -5.61958
H30 2.77928 3.77848 -5.71611
H31 4.89704 5.89479 -4.99900
H32 4.92962 4.09395 -4.66564
H33 5.07826 5.20490 -3.30030
H34 2.83782 7.28129 -4.28955
H35 2.98864 6.60507 -2.58541
H36 1.42403 6.47409 -3.47829
H37 4.55545 2.95941 -3.30929
H38 4.01587 1.23300 -1.80737
H39 0.49395 4.65540 -2.92399
S1 -2.76173 3.89936 1.67888
P1 -0.86275 3.52628 1.97801
S2 0.29609 1.79835 1.50258
C40 -0.63580 3.57807 3.77833
C41 -1.61580 2.90035 4.49642
C42 -1.63167 3.04087 5.87264
C43 -0.75527 3.90500 6.51841
C44 0.25632 4.51471 5.82933
C45 0.30367 4.33347 4.42711
C46 0.18914 4.75084 1.17793
C47 -0.46868 5.52415 0.13828
C48 0.27157 6.46004 -0.56687
C49 1.63925 6.68545 -0.25945
C50 2.25464 5.89733 0.73885
C51 1.53383 4.87793 1.33524
H40 -2.42979 2.35304 4.02837
H41 -2.27256 2.42714 6.51515
H42 -0.74582 3.99734 7.58629
H43 0.99132 5.12415 6.36103
H44 1.11805 4.84768 3.93768
H45 -1.56071 5.44304 -0.00649
H46 -0.24688 7.17827 -1.24864
H47 2.12859 7.54121 -0.67833
H48 3.33043 6.03143 1.02230
H49 2.05767 4.15987 1.94417

Calculated values
total charge = -1
spin multiplicity = 1
HOMO-LUMO gap = 5.96 eV
strongest force on any atom = 4.0 eV/Å
energy relative to the best compared isomer or geometry (same formula, charge and spin) = 37.0 kJ/mol
HOMO energy = -4.7097 eV
LUMO = 1.3 eV


No. 2
Below is 2 unconnected molecules or ions with the total composition HPS, with properties calculated with ωB97M-V/def2-TZVPD.

Element x y z (Å)
P1 0.60987 0.41238 0.42713
S1 0.83014 1.53304 -1.09414
H1 -1.44000 -1.94542 0.66701

Calculated values
total charge = 0
spin multiplicity = 1
HOMO-LUMO gap (spin up / spin down) = 9.25 / 6.06 eV
strongest force on any atom = 0.7 eV/Å
energy relative to the best compared isomer or geometry (same formula, charge and spin) = 189.3 kJ/mol
HOMO energy (spin up / spin down) = -10.6163 / -7.6876 eV
LUMO (spin up / spin down) = -1.4 / -1.6 eV


No. 3
Below is a molecular structure, C14H38ClN6O7V at a distorted geometry, with properties calculated with ωB97M-V/def2-TZVPD.

Element x y z (Å)
O1 22.14681 6.76679 -27.36680
V1 23.37863 7.47646 -28.00782
Cl1 25.03314 5.63237 -26.96297
C1 28.75913 4.03947 -25.87196
O2 29.84427 3.55983 -25.66076
N1 28.33804 4.34586 -27.06177
N2 27.80863 4.34457 -24.98033
H1 27.40735 4.73460 -27.00877
H2 28.89035 4.03918 -27.84980
H3 26.93596 4.73210 -25.30952
H4 27.85829 4.03368 -24.02066
C2 26.63458 4.85721 -31.21601
O3 26.81221 6.02885 -31.51605
N3 26.20466 4.36338 -30.04719
N4 26.98613 3.92392 -32.04926
H5 26.18377 4.98646 -29.25256
H6 25.95347 3.38977 -29.95191
H7 26.70499 2.95886 -31.95067
H8 27.46541 4.13099 -32.91385
C3 24.89125 -0.58337 -27.85750
O4 24.78449 0.78167 -28.27027
C4 25.53272 1.66900 -27.40632
C5 24.87206 1.83347 -25.97673
N5 23.62271 2.69008 -25.89751
C6 22.72211 2.22188 -26.85739
C7 21.49709 3.04011 -26.92539
O5 20.95046 2.90537 -25.61700
C8 19.71388 3.57798 -25.45863
H9 24.21172 -1.25435 -28.38298
H10 24.60224 -0.86134 -26.84394
H11 25.84755 -1.01817 -28.14824
H12 25.76306 2.65800 -27.80247
H13 26.51507 1.22563 -27.24347
H14 25.69182 2.06621 -25.29706
H15 24.59708 0.88516 -25.51500
H16 24.07250 3.52113 -26.25408
H17 22.58202 1.14093 -26.85377
H18 23.24982 2.37182 -27.79927
H19 20.88055 2.62124 -27.72070
H20 21.83582 4.04056 -27.19460
H21 19.30030 3.33163 -24.48069
H22 18.93273 3.31415 -26.17157
H23 19.79308 4.66193 -25.54151
C9 24.65570 8.27556 -31.19690
O6 24.92430 8.13626 -29.79933
C10 25.87670 8.99203 -29.37590
C11 25.97151 8.96479 -27.85623
N6 24.61843 9.13362 -27.30100
C12 24.62470 9.31939 -25.82884
C13 23.27433 9.72601 -25.35944
O7 22.32552 8.66415 -25.55471
C14 21.04097 8.88129 -25.02304
H24 24.03220 7.44200 -31.52024
H25 25.52775 8.35415 -31.84608
H26 24.04349 9.16082 -31.36898
H27 25.52659 10.00331 -29.58284
H28 26.85940 8.78585 -29.80003
H29 26.54247 9.86408 -27.62522
H30 26.43342 8.14392 -27.30768
H31 24.32177 10.06626 -27.55055
H32 25.37059 10.03203 -25.47686
H33 24.80373 8.30890 -25.46144
H34 23.00875 10.62828 -25.91033
H35 23.42586 9.71954 -24.28005
H36 20.61830 9.63352 -25.68908
H37 21.10801 9.27336 -24.00821
H38 20.49950 7.93767 -24.95602

Calculated values
total charge = +1
spin multiplicity = 2
HOMO-LUMO gap (spin up / spin down) = 3.98 / 4.58 eV
strongest force on any atom = 4.6 eV/Å
HOMO energy (spin up / spin down) = -10.3465 / -10.3487 eV
LUMO (spin up / spin down) = -6.4 / -5.8 eV


No. 4
Below is 7 unconnected molecules or ions with the total composition C6H22O6 at a distorted geometry, with properties calculated with ωB97M-V/def2-TZVPD.

Element x y z (Å)
C1 -2.69021 0.16245 -1.74621
C2 -1.68034 -0.25888 -0.70795
C3 -0.98703 0.62905 0.02374
C4 -1.18325 2.08077 -0.09138
C5 -0.25314 3.02134 -0.17959
C6 -1.40681 -1.71027 -0.58133
H1 -2.68517 1.20806 -2.04994
H2 -3.67608 0.05854 -1.28588
H3 -2.56681 -0.39752 -2.67391
H4 -0.43143 0.20647 0.85026
H5 -2.22778 2.33064 -0.23768
H6 0.80219 2.78951 -0.09942
H7 -0.49630 4.01316 -0.51418
H8 -0.70753 -2.11691 -1.32207
H9 -2.38415 -2.20490 -0.55172
H10 -0.89031 -2.12805 0.29341
H11 -0.05707 -1.29668 2.79628
H12 1.13397 -2.09895 2.27930
O1 0.88456 -1.22520 2.60147
H13 3.30775 0.49730 2.14162
H14 1.93269 0.41774 2.70513
O2 2.44279 0.91420 2.05167
H15 1.34863 -0.81806 -3.10665
H16 0.08704 -0.09186 -2.95374
O3 1.02360 0.08758 -3.12815
H17 2.70594 0.54944 -0.23410
H18 2.40810 0.06183 -1.73040
O4 2.76757 -0.17174 -0.86676
H19 -2.64361 -0.22210 3.16563
H20 -1.99674 1.12901 3.09977
O5 -2.36931 0.44763 2.52595
H21 2.70220 -2.50006 -0.32303
H22 1.29905 -1.87505 -0.44986
O6 1.82544 -2.64370 -0.68176

Calculated values
total charge = 0
spin multiplicity = 1
HOMO-LUMO gap = 8.53 eV
strongest force on any atom = 2.0 eV/Å
energy relative to the best compared isomer or geometry (same formula, charge and spin) = 249.6 kJ/mol
HOMO energy = -8.3835 eV
LUMO = 0.1 eV